(1)
Density functional theory data (the ωB97M-V functional and the def2-TZVPD basis) for a gas-phase ion, C7H12NO (charge -1).

```
! RIJCOSX wB97M-V def2-TZVPD def2/J DEFGRID3
* xyz -1 1
C -0.95075 0.48763 1.22529
C -0.90878 -0.83567 0.78243
C -0.18042 -0.83271 -0.53113
C 0.45394 0.55826 -0.63609
C -1.53798 -2.01433 1.49502
C 0.48045 1.23749 -1.96954
C 1.97460 0.43948 0.00226
N -0.41995 1.38739 0.24769
O -0.05716 2.64653 0.46267
H -1.56193 0.89947 1.95709
H 0.59471 -1.56914 -0.58705
H -0.77842 -1.09789 -1.49722
H -1.32138 -1.85273 2.57116
H -1.14479 -3.00697 1.27149
H -2.66566 -2.09672 1.42069
H 0.34832 2.36372 -1.92105
H -0.42467 0.94079 -2.41263
H 1.33771 0.95051 -2.51576
H 2.04235 1.41313 0.55293
H 2.89694 0.34469 -0.58600
H 1.82287 -0.36293 0.66775
*
```

Summary:
* E_LUMO (alpha / beta): 3.81 / 3.81 eV
* relative energy (zero: lowest compared OMol25 entry of this formula, charge and spin): 124.9 kJ/mol
* highest occupied orbital energy (alpha / beta): -1.1 / -1.1 eV
* E: -10988.2319 eV
* molar mass: 126.18 Da
* Kohn-Sham gap (alpha / beta): 4.867 / 4.868 eV
* SMILES: CC1=CN([O-])C(C)(C)C1

=====

(2)
Density functional theory data (the ωB97M-V functional and the def2-TZVPD basis) for 2 unconnected molecules or ions with the total composition C5H10O.

```
! RIJCOSX wB97M-V def2-TZVPD def2/J DEFGRID3
* xyz 0 1
C 2.02909 0.04822 -0.72488
C 1.21446 0.22105 0.53413
C -0.17289 0.76753 0.41584
C -2.57500 -0.78197 0.21254
O -2.50268 -0.60777 -1.08768
C 0.04672 -0.69413 0.74963
H 2.54912 0.97233 -0.99903
H 1.37567 -0.23058 -1.56133
H 2.77632 -0.74367 -0.60862
H 1.76852 0.51566 1.42183
H -0.51250 1.02874 -0.58686
H -0.55412 1.42249 1.19622
H -2.62702 0.23511 0.68138
H -2.48348 0.32311 -1.38182
H -0.19220 -1.03257 1.75412
H -0.14002 -1.44357 -0.01549
*
```

Summary:
* E_LUMO: 0.64 eV
* relative energy (zero: lowest compared OMol25 entry of this formula, charge and spin): 421.9 kJ/mol
* highest occupied orbital energy: -8.6 eV
* E: -7390.3926 eV
* molar mass: 86.13 Da
* Kohn-Sham gap: 9.204 eV